1.
The following is a DFT calculation (ωB97M-V with the def2-TZVPD basis set) of a structure of composition C25H24FeN4O5Se in a non-equilibrium geometry.

Atoms and positions in Å:
Fe: -16.658 3.852 -4.097
O: -20.301 8.042 -2.256
C: -19.350 7.207 -2.678
C: -18.882 7.197 -4.000
C: -17.868 6.304 -4.311
N: -17.324 5.515 -3.418
C: -17.787 5.461 -2.174
C: -18.808 6.323 -1.728
C: -17.253 4.277 -1.376
O: -17.379 4.165 -0.158
O: -16.606 3.399 -2.169
C: -17.420 6.018 -5.758
O: -17.627 6.788 -6.689
O: -16.783 4.821 -5.839
H: -20.670 8.629 -2.956
H: -19.291 7.814 -4.812
H: -19.146 6.262 -0.678
C: -20.717 4.481 -4.671
C: -21.084 3.014 -4.475
C: -21.044 2.634 -2.975
C: -20.213 2.091 -5.258
C: -20.773 1.199 -6.155
C: -20.014 0.266 -6.837
C: -18.647 0.154 -6.563
C: -18.026 0.991 -5.669
C: -16.596 0.744 -5.278
C: -15.620 1.880 -5.479
C: -16.552 0.225 -3.812
C: -18.754 2.112 -5.045
N: -18.139 2.998 -4.354
H: -21.473 5.158 -4.214
H: -20.616 4.796 -5.723
H: -19.771 4.715 -4.176
H: -22.080 2.831 -4.890
H: -20.028 2.754 -2.573
H: -21.383 1.596 -2.780
H: -21.701 3.299 -2.395
H: -21.854 1.275 -6.308
H: -20.483 -0.383 -7.576
H: -18.034 -0.613 -7.049
H: -16.352 -0.095 -5.958
H: -15.295 2.243 -4.492
H: -15.861 2.661 -6.222
H: -14.610 1.480 -5.755
H: -16.895 0.974 -3.072
H: -15.528 -0.069 -3.543
H: -17.194 -0.669 -3.695
Se: -14.275 5.124 -5.703
N: -14.717 4.616 -4.045
C: -13.806 4.983 -3.146
C: -13.770 4.729 -1.747
C: -12.701 5.211 -1.027
C: -11.638 5.962 -1.631
C: -11.605 6.230 -2.976
C: -12.677 5.728 -3.793
N: -12.731 5.857 -5.115
H: -14.611 4.157 -1.335
H: -12.648 5.054 0.057
H: -10.845 6.347 -0.980
H: -10.834 6.796 -3.496

The calculation puts the HOMO-LUMO gap (spin up / spin down) at 3.87 / 4.95 eV. The HOMO energy (spin up / spin down) comes out at 0.208 / -0.878 eV. Its total charge is -2. The multiplicity is 5. The LUMO energy (spin up / spin down) is 4.1 / 4.1 eV.

***

2.
The following is a DFT calculation (ωB97M-V with the def2-TZVPD basis set) of a structure of composition C25H24IN8O2Tc.

Atoms and positions in Å:
Tc: 0.880 0.091 0.732
C: 2.752 2.606 -2.300
C: 1.284 2.920 -2.308
N: 0.798 3.734 -3.235
C: -0.502 4.048 -3.234
C: -1.402 3.606 -2.281
C: -2.862 3.985 -2.369
O: -3.639 2.898 -1.851
C: -0.902 2.742 -1.298
C: -1.760 2.366 -0.187
N: -1.818 1.241 0.443
C: -2.869 0.919 1.379
C: -3.609 1.750 2.183
C: -4.585 1.126 2.957
C: -4.800 -0.255 2.902
C: -4.035 -1.064 2.076
C: -3.054 -0.445 1.317
I: 0.115 0.021 3.243
C: 0.436 2.379 -1.348
O: 0.974 1.548 -0.407
H: 3.229 3.102 -3.141
H: 2.936 1.531 -2.379
H: 3.215 2.971 -1.379
H: -0.837 4.688 -4.044
H: -3.110 4.184 -3.409
H: -3.051 4.903 -1.807
H: -4.564 3.015 -2.098
H: -2.446 3.103 0.201
H: -3.451 2.821 2.240
H: -5.186 1.729 3.627
H: -5.573 -0.697 3.517
H: -4.195 -2.135 2.025
N: 2.940 0.507 1.231
C: 3.751 -0.714 1.147
C: 5.111 -0.721 1.199
C: 5.804 -1.951 1.162
C: 5.116 -3.129 1.099
C: 3.701 -3.132 1.052
C: 2.919 -4.307 1.030
C: 1.549 -4.221 1.032
C: 0.943 -2.968 1.020
N: 1.649 -1.838 1.000
C: 3.027 -1.904 1.056
H: 2.981 0.884 2.179
H: 3.312 1.233 0.618
H: 5.666 0.209 1.284
H: 6.884 -1.950 1.202
H: 5.642 -4.076 1.090
H: 3.411 -5.274 1.026
H: 0.931 -5.109 1.049
H: -0.136 -2.869 1.047
N: -1.043 -1.924 -2.092
C: -1.408 -2.695 -1.064
N: -1.228 -4.010 -1.131
N: -1.980 -2.218 0.053
C: -2.054 -0.975 0.405
N: -1.180 0.025 0.001
H: -0.817 -2.322 -2.990
H: -1.243 -0.937 -2.065
H: -0.955 -4.465 -1.988
H: -1.663 -4.580 -0.421

The calculation puts the HOMO-LUMO gap (spin up / spin down) at 6.33 / 6.20 eV. Its energy relative to the best compared isomer or geometry (same formula, charge and spin) is 133.3 kJ/mol. The HOMO energy (spin up / spin down) comes out at -16.927 / -17.023 eV. Its total charge is +3. The multiplicity is 4. The LUMO energy (spin up / spin down) is -10.6 / -10.8 eV.

***

3.
The following is a DFT calculation (ωB97M-V with the def2-TZVPD basis set) of an isolated molecule of C25H24N6O in a non-equilibrium geometry.

Atoms and positions in Å:
O: -0.667 -1.850 2.401
C: -0.898 -1.752 1.206
C: -2.203 -1.175 0.758
C: -2.978 -1.680 -0.282
C: -4.206 -1.121 -0.576
C: -4.678 -0.051 0.175
N: -5.916 0.507 -0.161
C: -6.696 1.413 0.484
N: -7.768 1.619 -0.232
N: -7.649 0.849 -1.308
N: -6.575 0.188 -1.287
C: -3.938 0.434 1.247
C: -2.717 -0.140 1.536
N: -0.008 -2.166 0.275
C: -0.102 -1.973 -1.156
C: 1.318 -1.906 -1.768
N: 2.293 -1.244 -0.946
C: 2.324 0.212 -1.012
C: 1.160 0.917 -0.337
C: 0.098 1.373 -1.111
C: -0.968 2.041 -0.537
C: -0.986 2.271 0.827
C: 0.060 1.814 1.611
C: 1.123 1.142 1.035
C: 3.673 0.734 -0.552
C: 4.803 -0.068 -0.643
C: 6.043 0.412 -0.261
C: 6.175 1.708 0.206
C: 5.060 2.525 0.270
C: 3.819 2.044 -0.111
C: 2.431 -1.872 0.361
C: 1.234 -2.765 0.716
H: -2.649 -2.535 -0.849
H: -4.813 -1.501 -1.382
H: -6.476 1.871 1.423
H: -4.307 1.246 1.853
H: -2.141 0.199 2.382
H: -0.632 -2.811 -1.628
H: -0.651 -1.051 -1.358
H: 1.263 -1.407 -2.737
H: 1.681 -2.925 -1.941
H: 2.260 0.444 -2.087
H: 0.117 1.223 -2.183
H: -1.778 2.395 -1.159
H: -1.804 2.814 1.275
H: 0.057 1.991 2.676
H: 1.944 0.828 1.661
H: 4.706 -1.071 -1.026
H: 6.910 -0.228 -0.333
H: 7.142 2.083 0.507
H: 5.154 3.544 0.615
H: 2.960 2.698 -0.067
H: 2.557 -1.104 1.123
H: 3.335 -2.496 0.366
H: 1.334 -3.747 0.242
H: 1.171 -2.900 1.797

As for the structure (SMILES): O=C(c1ccc(-n2cnnn2)cc1)N1CCN(C(c2ccccc2)c2ccccc2)CC1. The calculation puts the HOMO-LUMO gap at 8.51 eV. The HOMO energy comes out at -8.491 eV. The LUMO energy is 0.0 eV.

***

4.
The following is a DFT calculation (ωB97M-V with the def2-TZVPD basis set) of a structure of composition C25H25BF3IrN10O5S2 in a non-equilibrium geometry.

Atoms and positions in Å:
Ir: -0.913 0.023 -0.328
C: 4.156 -3.220 0.017
C: 3.477 -3.226 -1.352
N: 3.128 -1.897 -1.796
C: 2.048 -1.195 -1.408
S: 0.853 -1.927 -0.353
N: 1.935 0.029 -1.845
N: 0.821 0.706 -1.650
C: 0.754 1.994 -2.034
C: 1.967 2.726 -2.498
C: -0.517 2.595 -1.943
C: -0.786 3.952 -2.247
C: -2.050 4.450 -2.078
C: -3.073 3.600 -1.625
C: -2.759 2.281 -1.373
N: -1.539 1.787 -1.511
H: 4.459 -4.229 0.275
H: 3.471 -2.853 0.777
H: 5.036 -2.581 0.008
H: 2.566 -3.829 -1.310
H: 4.146 -3.652 -2.104
H: 3.837 -1.362 -2.272
H: 2.807 2.037 -2.516
H: 2.194 3.552 -1.823
H: 1.809 3.135 -3.494
H: 0.010 4.582 -2.606
H: -2.272 5.485 -2.286
H: -4.077 3.959 -1.484
H: -3.520 1.584 -1.050
N: -1.911 -0.995 -3.518
C: -2.775 -1.501 -2.638
N: -3.852 -2.132 -3.081
C: -4.678 -2.622 -2.149
N: -5.783 -3.238 -2.565
N: -4.467 -2.532 -0.827
C: -3.374 -1.892 -0.456
N: -2.504 -1.338 -1.326
C: -3.076 -1.761 0.961
C: -3.959 -2.246 1.928
C: -3.646 -2.087 3.262
C: -2.453 -1.452 3.599
C: -1.621 -1.017 2.581
N: -1.920 -1.155 1.298
H: -2.086 -1.101 -4.502
H: -1.101 -0.508 -3.166
H: -5.950 -3.327 -3.551
H: -6.407 -3.650 -1.895
H: -4.863 -2.733 1.600
H: -4.309 -2.451 4.031
H: -2.167 -1.301 4.627
H: -0.675 -0.546 2.809
O: 1.532 0.259 2.478
B: 1.620 1.223 1.518
O: 2.888 1.434 1.077
C: 3.662 0.558 1.812
C: 5.028 0.368 1.806
C: 5.521 -0.594 2.678
C: 4.684 -1.340 3.496
C: 3.312 -1.136 3.517
C: 2.827 -0.167 2.666
H: 5.673 0.937 1.158
H: 6.584 -0.759 2.726
H: 5.106 -2.099 4.133
H: 2.655 -1.698 4.159
F: -0.636 4.798 2.751
C: -0.698 4.166 1.593
F: -1.785 4.557 0.945
F: 0.366 4.492 0.868
S: -0.754 2.298 1.900
O: -1.923 1.791 1.273
O: -0.557 2.096 3.283
O: 0.506 1.899 1.049

The calculation puts the HOMO-LUMO gap (spin up / spin down) at 6.71 / 6.68 eV. Its energy relative to the best compared isomer or geometry (same formula, charge and spin) is 0.0 kJ/mol. The HOMO energy (spin up / spin down) comes out at -9.986 / -9.940 eV. Its total charge is +1. The multiplicity is 2. The LUMO energy (spin up / spin down) is -3.3 / -3.3 eV.

***

Number 1: electronic energy -142246.1350 eV. Number 2: electronic energy -52605.2664 eV. Number 3: electronic energy -37301.7458 eV. Number 4: electronic energy -84806.2598 eV.